# 1
Here is 2 unconnected molecules or ions with the total composition C3H11N3 in a non-equilibrium geometry from the OMol25 dataset. Energies are from ωB97M-V/def2-TZVPD.

Atoms and positions in Å:
1 H 2.5763 -1.1860 1.0085
2 N 2.9361 -1.8522 0.3373
3 C 3.8866 -1.5497 -0.4421
4 N 4.3485 -2.5216 -1.3079
5 H 4.3824 -0.5994 -0.6400
6 H 5.2437 -2.3359 -1.7285
7 H 3.9454 -3.4473 -1.3350
8 C -3.1892 2.8701 1.0630
9 N -3.0295 1.4884 0.5998
10 C -4.0976 1.0195 -0.2782
11 H -4.2432 3.1546 1.2161
12 H -2.8507 2.8951 2.1044
13 H -2.6461 3.6054 0.4790
14 H -2.8533 0.9663 1.4457
15 H -5.0714 1.1566 0.2116
16 H -3.9634 -0.0346 -0.4935
17 H -4.0047 1.6222 -1.1782

Highest occupied orbital energy   -8.62 eV
SMILES   [H]/N=C/N.CNC
Orbital gap   9.77 eV
LUMO   1.15 eV
ΔE to the lowest compared entry with this formula, charge and spin   1.4120 eV
Total energy   -285.1259 Ha


# 2
Here is 2 unconnected molecules or ions with the total composition C3H11N3 in a non-equilibrium geometry from the OMol25 dataset. Energies are from ωB97M-V/def2-TZVPD.

Atoms and positions in Å:
1 C -0.0149 2.3961 -0.1547
2 C 0.1772 1.2708 0.8967
3 C -1.0471 0.4084 0.9809
4 N 1.1006 -1.1569 -1.0036
5 N -0.3021 -2.9024 -0.4296
6 N -0.2013 -1.5479 -0.8889
7 H -0.6367 3.1725 0.4493
8 H 0.9587 2.7781 -0.2964
9 H -0.4126 2.1744 -1.0722
10 H 0.5581 1.6610 1.8385
11 H 1.0799 0.5656 0.5419
12 H -1.2123 -0.1735 1.9269
13 H -1.4766 -0.1824 0.1344
14 H 1.8310 -1.8091 -1.2399
15 H 0.8834 -0.3436 -1.5389
16 H -1.1568 -3.3334 -0.7190
17 H -0.1288 -2.9775 0.5745

Highest occupied orbital energy (spin up / spin down)   -7.62 / -7.59 eV
Orbital gap (spin up / spin down)   8.65 / 8.29 eV
LUMO (spin up / spin down)   1.04 / 0.70 eV
ΔE to the lowest compared entry with this formula, charge and spin   5.9263 eV
Total energy   -284.9600 Ha


# 3
Here is 2 unconnected molecules or ions with the total composition C3H11N3 in a non-equilibrium geometry from the OMol25 dataset. Energies are from ωB97M-V/def2-TZVPD.

Atoms and positions in Å:
1 C 1.1369 -1.0394 -0.5403
2 C 1.6234 1.1340 0.4107
3 C -1.9227 -0.1085 -0.9193
4 N -1.2380 0.2504 1.3676
5 N 0.9523 0.4301 -0.5570
6 N -1.2530 0.6526 0.0526
7 H 1.8873 -1.3235 0.1458
8 H 0.1283 -1.4949 -0.2765
9 H 1.4629 -1.3261 -1.5361
10 H 1.1087 0.8490 1.3130
11 H 2.6731 0.7554 0.2437
12 H 1.4224 2.2125 0.2715
13 H -2.7559 0.3894 -1.1291
14 H -1.2745 -0.2219 -1.7875
15 H -2.1513 -1.1280 -0.5026
16 H -1.3770 -0.7098 1.5987
17 H -0.4229 0.6788 1.8447

Highest occupied orbital energy (spin up / spin down)   -8.17 / -7.49 eV
Orbital gap (spin up / spin down)   9.15 / 8.33 eV
LUMO (spin up / spin down)   0.97 / 0.84 eV
ΔE to the lowest compared entry with this formula, charge and spin   5.6302 eV
Total energy   -284.9709 Ha


# 4
Here is 2 unconnected molecules or ions with the total composition C3H11N3 from the OMol25 dataset. Energies are from ωB97M-V/def2-TZVPD.

Atoms and positions in Å:
1 C 2.7413 0.7605 -0.8867
2 C 2.0317 -0.3250 -1.1739
3 N 2.5175 -1.6090 -1.2297
4 H 3.8054 0.7093 -0.6698
5 H 2.2940 1.7443 -0.9486
6 H 0.9517 -0.1949 -1.2454
7 H 3.4935 -1.8275 -1.2566
8 H 1.8428 -2.3501 -1.1904
9 N -2.9377 -0.6973 1.2314
10 C -2.5163 0.4850 0.5395
11 N -1.1350 0.8899 0.8535
12 H -2.2338 -1.4242 1.1563
13 H -3.0583 -0.5498 2.2333
14 H -2.5497 0.3628 -0.5428
15 H -3.2487 1.2565 0.7813
16 H -0.9796 1.8230 0.4848
17 H -1.0188 0.9466 1.8637

Highest occupied orbital energy   -7.87 eV
SMILES   C=CN.NCN
Orbital gap   8.88 eV
LUMO   1.01 eV
ΔE to the lowest compared entry with this formula, charge and spin   1.3300 eV
Total energy   -285.1289 Ha